Below is CH4IN in the gas phase at a distorted geometry, with properties calculated with ωB97M-V with the def2-TZVPD basis set.

As for the energy relative to the best compared isomer or geometry (same formula, charge and spin): 0.0000 eV. The value obtained for the frontier orbital gap is 8.838 eV. As for the highest occupied orbital energy: -8.848 eV. As for the SMILES: CNI. The calculation puts the energy at -392.9048 hartree. The spin multiplicity is 1. For the LUMO energy, the calculation gives 0.0 eV. As for the charge: 0.

Each line ends with the natural charge from an NBO analysis.
Element x y z (Å)
C (0.01, 0.19, -0.07)  -0.4283
N (1.08, -0.78, -0.15)  -0.7671
I (2.96, -0.02, 0.25)  0.2446
H (0.15, 0.94, -0.86)  0.1982
H (-0.92, -0.34, -0.26)  0.2058
H (-0.08, 0.71, 0.89)  0.1747
H (0.85, -1.56, 0.61)  0.3720


Below is a gas-phase ion, C6H8N4PS (charge +1) at a distorted geometry, with properties calculated with ωB97M-V with the def2-TZVPD basis set.

As for the energy relative to the best compared isomer or geometry (same formula, charge and spin): 0.0000 eV. The value obtained for the frontier orbital gap is 8.601 eV. As for the highest occupied orbital energy: -12.557 eV. The calculation puts the energy at -1191.7642 hartree. The spin multiplicity is 1. For the LUMO energy, the calculation gives -4.0 eV. As for the charge: +1.

Each line ends with the natural charge from an NBO analysis.
Element x y z (Å)
C (-3.03, 1.52, 0.28)  -0.1483
C (-1.07, 0.55, -0.04)  -0.0901
C (-1.94, -0.53, -0.29)  0.0734
C (0.29, 0.41, -0.11)  0.5159
C (2.30, -0.68, 0.05)  -0.2179
C (2.54, 0.73, -0.34)  -0.2180
N (-1.75, 1.69, 0.27)  -0.3766
N (-1.50, -1.78, -0.57)  -0.8728
N (0.79, -0.83, -0.03)  -0.6574
N (1.21, 1.33, -0.08)  -0.5305
P (-0.01, -2.33, 0.26)  1.0232
S (-3.59, -0.02, -0.07)  0.5031
H (-3.77, 2.27, 0.41)  0.2406
H (2.63, -1.57, -0.44)  0.2436
H (2.52, -0.72, 1.04)  0.2025
H (3.33, 1.15, 0.23)  0.2412
H (2.72, 0.84, -1.42)  0.2202
H (-2.15, -2.43, -1.02)  0.4392
H (0.88, 2.33, 0.15)  0.4708
H (-0.39, -1.92, 1.73)  -0.0619


Below is C25H30N4O4 in the gas phase, with properties calculated with ωB97M-V with the def2-TZVPD basis set.

As for the energy relative to the best compared isomer or geometry (same formula, charge and spin): 1.9503 eV. The value obtained for the frontier orbital gap is 8.143 eV. As for the highest occupied orbital energy: -7.603 eV. As for the SMILES: COc1ccc(O)c(CN2CCC(n3nccc3NC(=O)CCOc3ccccc3)CC2)c1. The calculation puts the energy at -1490.6393 hartree. The spin multiplicity is 1. For the LUMO energy, the calculation gives 0.5 eV. As for the charge: 0.

Each line ends with the natural charge from an NBO analysis.
Element x y z (Å)
C (-6.02, -2.29, 2.12)  -0.2497
H (-6.31, -3.02, 1.35)  0.1738
O (-4.69, -1.86, 1.94)  -0.5010
C (-4.37, -1.23, 0.77)  0.2594
C (-3.04, -0.85, 0.63)  -0.1905
C (-2.59, -0.19, -0.50)  -0.1092
C (-3.49, 0.07, -1.54)  0.2890
C (-4.82, -0.30, -1.40)  -0.2485
C (-5.26, -0.94, -0.26)  -0.2813
H (-6.30, -1.22, -0.19)  0.2161
H (-5.50, -0.09, -2.21)  0.2212
O (-3.10, 0.69, -2.69)  -0.6956
H (-2.13, 0.69, -2.70)  0.5051
C (-1.15, 0.27, -0.59)  -0.2557
N (-0.58, 0.01, -1.91)  -0.4738
C (0.63, 0.76, -2.19)  -0.2142
C (1.84, 0.28, -1.39)  -0.4375
H (2.72, 0.86, -1.67)  0.2187
H (1.66, 0.44, -0.33)  0.2161
C (2.07, -1.20, -1.66)  -0.0431
N (3.20, -1.73, -0.93)  -0.1508
C (3.59, -1.57, 0.36)  0.2784
C (4.73, -2.33, 0.53)  -0.3320
C (4.95, -2.93, -0.71)  -0.0547
N (4.02, -2.55, -1.57)  -0.2579
H (5.72, -3.60, -1.01)  0.2089
H (5.31, -2.44, 1.43)  0.2252
N (2.99, -0.74, 1.32)  -0.6337
C (1.87, -1.05, 2.04)  0.6961
O (1.14, -1.98, 1.77)  -0.6082
C (1.60, -0.10, 3.19)  -0.5114
C (0.84, 1.13, 2.70)  -0.0596
O (1.68, 1.83, 1.80)  -0.5387
C (1.15, 2.84, 1.05)  0.3816
C (2.02, 3.42, 0.12)  -0.2873
C (1.58, 4.43, -0.71)  -0.1905
C (0.26, 4.87, -0.64)  -0.2458
C (-0.59, 4.31, 0.29)  -0.1751
C (-0.16, 3.30, 1.14)  -0.3381
H (-0.85, 2.89, 1.85)  0.2256
H (-1.61, 4.65, 0.36)  0.2191
H (-0.08, 5.65, -1.30)  0.2184
H (2.26, 4.86, -1.43)  0.2181
H (3.03, 3.06, 0.07)  0.2220
H (0.57, 1.78, 3.55)  0.1873
H (-0.08, 0.81, 2.19)  0.1876
H (0.98, -0.62, 3.92)  0.2478
H (2.53, 0.22, 3.66)  0.2177
H (3.52, 0.06, 1.62)  0.4141
C (0.80, -2.01, -1.39)  -0.4429
C (-0.38, -1.41, -2.16)  -0.2258
H (-0.20, -1.52, -3.24)  0.1946
H (-1.30, -1.93, -1.91)  0.2215
H (0.59, -2.02, -0.32)  0.2408
H (0.95, -3.04, -1.71)  0.2253
H (2.35, -1.33, -2.72)  0.2247
H (0.83, 0.66, -3.26)  0.1950
H (0.44, 1.82, -1.98)  0.2132
H (-1.12, 1.36, -0.43)  0.2226
H (-0.58, -0.21, 0.22)  0.1856
H (-2.36, -1.08, 1.44)  0.2129
H (-6.04, -2.78, 3.09)  0.1975
H (-6.72, -1.46, 2.12)  0.1717


Below is a gas-phase ion, C6H11N2O (charge +1) at a distorted geometry, with properties calculated with ωB97M-V with the def2-TZVPD basis set.

As for the energy relative to the best compared isomer or geometry (same formula, charge and spin): 3.0619 eV. The value obtained for the frontier orbital gap is 8.689 eV. As for the highest occupied orbital energy: -12.992 eV. As for the SMILES: CN1C(=[NH2+])C[C@@H]2C[C@@]21O. The calculation puts the energy at -419.6444 hartree. The spin multiplicity is 1. For the LUMO energy, the calculation gives -4.3 eV. As for the charge: +1.

Each line ends with the natural charge from an NBO analysis.
Element x y z (Å)
C (-0.05, -0.49, -1.24)  0.6014
C (-0.94, -1.45, -0.55)  -0.5018
C (-1.58, 0.47, 1.20)  -0.4506
C (-0.97, -0.89, 0.88)  -0.2483
C (-0.08, 0.28, 1.08)  0.3881
C (1.54, 1.43, -0.22)  -0.4533
N (0.54, 0.48, -0.18)  -0.3748
N (0.64, -0.74, -2.31)  -0.7103
O (0.80, 0.47, 2.11)  -0.6651
H (-1.95, -1.69, -1.00)  0.2875
H (-0.43, -2.41, -0.50)  0.2735
H (-2.08, 0.94, 0.39)  0.2264
H (-2.16, 0.75, 2.12)  0.2589
H (-1.05, -1.61, 1.65)  0.2538
H (1.30, 2.45, 0.29)  0.2441
H (1.92, 1.61, -1.32)  0.2209
H (2.40, 1.20, 0.53)  0.2562
H (0.29, -1.45, -2.95)  0.4311
H (1.53, -0.34, -2.73)  0.4598
H (0.33, 1.01, 2.77)  0.5026


Below is a molecular structure, C8H21GdNOP2 at a distorted geometry, with properties calculated with ωB97M-V with the def2-TZVPD basis set.

As for the energy relative to the best compared isomer or geometry (same formula, charge and spin): 0.0000 eV. The value obtained for the frontier orbital gap (spin up / spin down) is 8.473 / 7.558 eV. Its expectation value of S² is 16.0632. As for the highest occupied orbital energy (spin up / spin down): -12.773 / -12.658 eV. The calculation puts the energy at -1895.4317 hartree. The spin multiplicity is 8. For the LUMO energy (spin up / spin down), the calculation gives -4.3 / -5.1 eV. As for the charge: +1.

Each line ends with the Mulliken spin population.
Element x y z (Å)
Gd (0.13, -0.01, 0.02)  6.6698
H (-3.34, -1.04, 3.48)  -0.0001
H (-3.38, -0.30, 3.57)  0.0001
P (0.10, -2.79, -0.23)  0.0163
P (-0.04, 2.74, -0.46)  0.0162
C (1.37, 3.81, -0.01)  -0.0029
H (1.10, 4.85, -0.25)  -0.0001
H (1.59, 3.72, 1.06)  0.0007
H (2.27, 3.53, -0.58)  0.0000
C (-0.40, 3.30, -2.17)  -0.0003
H (-1.42, 3.02, -2.45)  -0.0003
H (-0.28, 4.39, -2.22)  -0.0002
H (0.30, 2.80, -2.86)  0.0011
C (-1.35, 3.60, 0.49)  -0.0004
H (-1.21, 3.44, 1.56)  0.0001
H (-1.30, 4.68, 0.27)  -0.0002
H (-2.34, 3.22, 0.21)  -0.0006
C (-0.05, -3.15, -2.03)  0.0053
H (0.06, -4.22, -2.22)  -0.0012
H (-1.03, -2.81, -2.39)  0.0010
H (0.73, -2.59, -2.57)  0.0004
C (1.47, -3.87, 0.30)  -0.0026
H (1.48, -3.91, 1.40)  0.0003
H (1.34, -4.88, -0.11)  -0.0001
H (2.42, -3.45, -0.04)  -0.0008
C (-1.38, -3.61, 0.47)  -0.0015
H (-2.29, -3.11, 0.08)  -0.0004
H (-1.41, -4.68, 0.20)  -0.0006
H (-1.37, -3.50, 1.57)  -0.0001
C (2.30, -0.68, 0.88)  0.0339
O (3.34, -0.95, 1.28)  0.0027
H (1.19, -0.03, -1.50)  0.2949
N (0.77, 1.44, 3.17)  0.0035
C (0.60, 1.04, 2.07)  -0.0339


Below is 2 unconnected molecules or ions with the total composition C5H6FO5S at a distorted geometry, with properties calculated with ωB97M-V with the def2-TZVPD basis set.

The value obtained for the frontier orbital gap is 3.468 eV. As for the highest occupied orbital energy: -3.184 eV. The calculation puts the energy at -1068.0274 hartree. The spin multiplicity is 1. For the LUMO energy, the calculation gives 0.3 eV. As for the charge: -1.

Each line ends with the natural charge from an NBO analysis.
Element x y z (Å)
C (-1.64, 1.78, -2.26)  -0.3743
C (-1.34, 0.49, -1.73)  0.0192
C (-1.09, -0.94, -0.90)  -0.4711
C (-0.53, -0.50, 0.61)  -0.1052
O (0.52, 0.50, 0.37)  -0.4946
C (1.62, 0.41, 1.35)  0.5928
O (1.51, 0.52, 2.68)  -0.4628
S (3.36, 0.16, 0.62)  2.0039
O (3.58, 1.35, -0.39)  -0.7981
O (4.46, 0.16, 1.75)  -0.7834
F (3.42, -1.30, -0.34)  -0.4678
H (-1.74, 2.96, -2.34)  0.2665
H (-0.25, -1.55, -1.45)  0.2025
H (-2.08, -1.56, -0.76)  0.3611
H (-1.43, 0.05, 1.16)  0.2699
H (-0.18, -1.46, 1.18)  0.1963
O (-3.75, -0.71, -0.05)  -1.3611
H (-4.43, -0.36, 0.50)  0.4065